--- P ---
C12H15N2O | wB97M-V/def2-TZVPD

Element x y z (Å)
C -3.98891 -1.08829 0.11280
C -4.32486 0.31692 -0.11154
C -2.62188 -1.39285 0.26040
C -3.41669 1.32672 -0.06820
C -1.66961 -0.37608 0.05103
C -2.04144 1.04591 0.16899
C 0.00831 2.08656 0.84482
C 1.83876 -1.21892 0.25420
C 2.06832 -0.06496 1.12520
C 0.30172 -1.73256 0.11834
C 2.20275 1.43115 0.41300
C 0.54832 2.12546 -1.41134
N -0.41115 -0.60247 -0.23510
N 0.90777 1.88273 -0.04806
O -1.25458 2.06884 0.44127
H -4.72457 -1.89877 0.27279
H -5.38894 0.49053 -0.39567
H -2.29392 -2.47264 0.37421
H -3.73408 2.38186 -0.04295
H 2.17919 -1.05630 -0.76235
H 2.40014 -2.01035 0.54830
H 1.33237 0.09144 1.79908
H 2.99458 -0.10634 1.59623
H 0.50292 -2.50778 -0.57538
H -0.10343 -2.25413 0.99832
H 2.60409 2.04547 1.22887
H 3.04016 1.25788 -0.39477
H -0.04136 1.31705 -1.64218
H 0.00833 3.07686 -1.61104
H 1.50807 2.06255 -2.16345

Computed properties:
- frontier orbital gap (spin up / spin down) (Ha) = 0.2158 / 0.2550
- spin multiplicity = 1
- E_LUMO (spin up / spin down) (eV) = -6.21 / -5.82
- charge = +1
- HOMO energy (spin up / spin down) (eV) = -12.09 / -12.76

--- Q ---
C12H15N2O | wB97M-V/def2-TZVPD

Element x y z (Å)
C 5.08078 0.61131 0.01472
C 4.55306 -0.66626 0.00359
C 4.19347 1.67512 0.05046
C 3.24982 -0.95063 0.03619
C 2.84218 1.41112 0.08027
C 0.27065 -1.47771 0.20010
C 2.28431 0.14537 0.21148
C 0.90447 -0.11166 0.35494
C -1.17017 0.91911 0.88340
C -1.68426 -2.88614 0.27453
C -3.36071 1.68130 0.81841
C -2.06147 1.47675 -1.32309
N -1.00705 -1.64008 0.30790
N -2.10511 1.40322 0.14129
O 0.12916 0.88483 0.59815
H 6.14706 0.72521 -0.11809
H 5.31114 -1.47831 0.03671
H 4.37616 2.75294 -0.04121
H 3.00052 -2.02184 0.26437
H 2.28521 2.26733 -0.00782
H 0.85728 -2.31793 0.06414
H -0.99541 -3.75340 -0.00828
H -2.20713 -3.18054 1.23886
H -2.66438 -3.00434 -0.37795
H -4.13062 1.43080 0.20329
H -3.25874 1.03409 1.77239
H -3.45973 2.64036 1.20868
H -1.00828 1.15446 -1.50479
H -2.93802 0.90110 -1.65088
H -2.36207 2.50656 -1.53980

Computed properties:
- frontier orbital gap (spin up / spin down) (Ha) = 0.2383 / 0.2389
- spin multiplicity = 1
- E_LUMO (spin up / spin down) (eV) = -5.27 / -5.27
- charge = +1
- HOMO energy (spin up / spin down) (eV) = -11.75 / -11.77

Among the structures above, stability is greatest for Q.